Formula: C17H17FN4O2
Source: the Open Molecules 2025 dataset
Level of theory: the ωB97M-V functional and the def2-TZVPD basis

Summary:
M	328.3	g/mol
calculated total energy	-30677.173	eV
structure (SMILES)	CCCc1[nH]nc2c1[C@@H](c1cc(OC)ccc1F)C(C#N)=C(N)O2
HOMO energy	-8.51	eV
ΔE to the lowest compared entry with this formula, charge and spin	11.4	kJ/mol
total charge	0

Element x y z (Å)
C  2.1834  -1.4852  -4.2976
C  1.6322  -1.9709  -2.9645
C  0.2150  -1.4352  -2.7204
C  -0.3206  -1.8892  -1.4116
N  -1.2066  -2.9057  -1.2928
N  -1.5442  -3.1688  -0.0232
C  -0.8514  -2.3001  0.6862
C  -0.0554  -1.4699  -0.1225
C  0.8083  -0.3857  0.4368
C  0.3877  0.9574  -0.1217
C  -0.8257  1.5191  0.2571
C  -1.2366  2.7428  -0.2551
O  -2.4024  3.3634  0.0637
C  -3.2439  2.7655  1.0212
C  -0.4198  3.4115  -1.1705
C  0.7832  2.8643  -1.5580
C  1.1739  1.6456  -1.0305
F  2.3567  1.1164  -1.4300
C  0.6501  -0.4124  1.9473
C  1.3796  0.5319  2.6783
N  1.9868  1.2985  3.2842
C  -0.1673  -1.2683  2.6153
N  -0.3757  -1.2182  3.9653
O  -0.9202  -2.2432  2.0396
H  1.5445  -1.8036  -5.1189
H  2.2434  -0.3996  -4.3067
H  3.1808  -1.8842  -4.4626
H  1.6138  -3.0630  -2.9448
H  2.2850  -1.6310  -2.1600
H  -0.4465  -1.7747  -3.5210
H  0.2405  -0.3435  -2.7390
H  -1.6171  -3.4517  -2.0326
H  1.8610  -0.5559  0.1739
H  -1.4355  0.9797  0.9654
H  -2.7366  2.6498  1.9841
H  -3.6109  1.7912  0.6822
H  -4.0861  3.4457  1.1369
H  -0.7504  4.3607  -1.5591
H  1.4269  3.3693  -2.2605
H  0.2955  -0.7098  4.5165
H  -0.7865  -2.0393  4.3778

Atomic charges from the Löwdin analysis, expressed in e, are listed below: C -0.1068; C -0.2461; C -0.1251; C -0.1856; N 0.0345; N 0.1168; C -0.2791; C -0.0558; C -0.1454; C -0.1178; C 0.0529; C -0.2626; O -0.0814; C -0.0841; C 0.0066; C 0.0037; C -0.2337; F 0.0532; C -0.1455; C -0.2142; N 0.1645; C -0.2944; N 0.1780; O 0.1201; H 0.0721; H 0.0720; H 0.0712; H 0.1130; H 0.1035; H 0.1213; H 0.1166; H 0.1613; H 0.1527; H 0.1201; H 0.0982; H 0.0961; H 0.0933; H 0.1199; H 0.1203; H 0.1022; H 0.1136